6 unconnected molecules or ions with the total composition C37H81BN7O10, computed with ωB97M-V/def2-TZVPD.

Bonds (Å) are listed after each position.
Cartesian coordinates (Å):
1 C -1.92471 0.76340 7.46361  C2 1.528, H31 1.088, H32 1.091, H33 1.087
2 C -0.69978 -0.10342 7.17447  C1 1.528, O3 1.446, H34 1.089, H35 1.088
3 O -0.03369 0.28606 5.95150  C2 1.446, B4 1.343
4 B -0.02413 -0.63485 4.97399  O3 1.343, O5 1.367, N6 1.532
5 O 0.39689 -1.91818 5.18718  B4 1.367, H36 0.969
6 N -0.46473 -0.31503 3.54231  B4 1.532, C7 1.508, C21 1.526, H37 1.026
7 C 0.09525 0.99049 3.03633  N6 1.508, C8 1.537, C18 1.529, H38 1.090
8 C 1.34641 0.64935 2.21105  C7 1.537, C9 1.544, H39 1.095, H40 1.089
9 C 1.07296 0.40448 0.71150  C8 1.544, C10 1.532, H41 1.091, H42 1.091
10 C 1.45661 1.56025 -0.21884  C9 1.532, C11 1.530, C12 1.557, H43 1.094
11 C 2.97075 1.75722 -0.31423  C10 1.530, H44 1.086, H45 1.092, H46 1.093
12 C 0.85125 1.24965 -1.61971  C10 1.557, C13 1.548, H47 1.089, H48 1.087
13 C -0.33374 2.20305 -1.90769  C12 1.548, C14 1.534, H49 1.089, H50 1.101
14 C 0.15804 3.39728 -2.73564  C13 1.534, C15 1.368, H51 1.088
15 C -0.69692 4.44069 -2.96267  C14 1.368, C16 1.503, C17 1.528
16 C -1.98355 4.28316 -3.72260  C15 1.503, H52 1.087, H53 1.089, H54 1.101
17 C -0.34605 5.82679 -2.42382  C15 1.528, H55 1.094, H56 1.091, H57 1.084
18 C -0.90995 1.88160 2.30604  C7 1.529, O19 1.415, H58 1.086, H59 1.098
19 O -1.90430 1.24331 1.52798  C18 1.415, C20 1.415
20 C -2.27498 -0.05923 1.93716  O19 1.415, C21 1.521, H60 1.089, H61 1.101
21 C -1.97781 -0.43421 3.38055  N6 1.526, C20 1.521, C22 1.555, O23 1.388
22 C -2.29149 -1.95097 3.52315  C21 1.555, H62 1.088, H63 1.086, H64 1.090
23 O -2.52290 0.35187 4.38620  C21 1.388, C24 1.430
24 C -3.82994 0.87794 4.14430  O23 1.430, C25 1.540, H65 1.093, H66 1.090
25 C -4.97100 -0.15557 4.13442  C24 1.540, N26 1.463, H67 1.100, H68 1.086
26 N -5.52833 -0.38183 2.80120  C25 1.463, C27 1.488, H69 1.011
27 C -6.38952 -1.59414 2.75121  N26 1.488, C28 1.535, H70 1.090, H71 1.091
28 C -5.86270 -2.59802 1.71564  C27 1.535, C29 1.557, O30 1.423, H72 1.096
29 C -5.46870 -3.96715 2.34255  C28 1.557, H73 1.088, H74 1.089, H75 1.090
30 O -6.84970 -2.75915 0.70399  C28 1.423, H76 0.968
31 H -1.75079 1.78782 7.14008  C1 1.088
32 H -2.04884 0.78935 8.54702  C1 1.091
33 H -2.84051 0.34959 7.04931  C1 1.087
34 H -1.00431 -1.14914 7.19605  C2 1.089
35 H 0.00586 0.07520 7.98328  C2 1.088
36 H 1.32880 -1.94689 5.45080  O5 0.969
37 H -0.03940 -1.05504 2.97213  N6 1.026
38 H 0.46831 1.57701 3.87543  C7 1.090
39 H 1.85320 -0.23786 2.60456  C8 1.095
40 H 2.06064 1.46903 2.27631  C8 1.089
41 H 0.04739 0.10764 0.48581  C9 1.091
42 H 1.70357 -0.43491 0.41299  C9 1.091
43 H 1.03257 2.52621 0.07095  C10 1.094
44 H 3.47287 0.96828 -0.86687  C11 1.086
45 H 3.44719 1.92876 0.65375  C11 1.092
46 H 3.11526 2.67577 -0.88805  C11 1.093
47 H 0.47882 0.22666 -1.61477  C12 1.089
48 H 1.57720 1.39083 -2.41698  C12 1.087
49 H -0.77570 2.59705 -0.99390  C13 1.089
50 H -1.12505 1.70182 -2.48545  C13 1.101
51 H 1.16617 3.34665 -3.14202  C14 1.088
52 H -2.00937 3.35967 -4.29495  C16 1.087
53 H -2.13447 5.12451 -4.39779  C16 1.089
54 H -2.85889 4.26457 -3.05519  C16 1.101
55 H 0.27792 6.39794 -3.11767  C17 1.094
56 H -1.28733 6.34238 -2.22846  C17 1.091
57 H 0.14613 5.68787 -1.46784  C17 1.084
58 H -0.36795 2.60099 1.69879  C18 1.086
59 H -1.42594 2.47932 3.06886  C18 1.098
60 H -3.32651 -0.19417 1.68725  C20 1.089
61 H -1.73396 -0.78443 1.30915  C20 1.101
62 H -2.66451 -2.12338 4.53074  C22 1.088
63 H -1.45258 -2.58464 3.24981  C22 1.086
64 H -3.12660 -2.15694 2.85298  C22 1.090
65 H -3.88311 1.54695 3.28212  C24 1.093
66 H -4.03674 1.51975 5.00052  C24 1.090
67 H -5.77150 0.22411 4.78583  C25 1.100
68 H -4.64820 -1.07741 4.60930  C25 1.086
69 H -6.11211 0.39188 2.51283  N26 1.011
70 H -6.49156 -2.05734 3.73297  C27 1.090
71 H -7.38978 -1.29372 2.43727  C27 1.091
72 H -4.95671 -2.20893 1.23771  C28 1.096
73 H -5.33274 -3.85386 3.41603  C29 1.088
74 H -4.55135 -4.35210 1.89998  C29 1.089
75 H -6.28188 -4.66110 2.12978  C29 1.090
76 H -6.60376 -3.52292 0.16316  O30 0.968
77 C 3.08336 -3.07361 2.13591  O78 1.228, N79 1.338, H82 1.101
78 O 2.04558 -2.41726 2.11098  C77 1.228
79 N 4.17781 -2.81180 1.41137  C77 1.338, C80 1.453, C81 1.458
80 C 5.37455 -3.63048 1.50001  N79 1.453, H83 1.091, H84 1.091, H85 1.088
81 C 4.16910 -1.66926 0.50633  N79 1.458, H86 1.092, H87 1.091, H88 1.086
82 H 3.19704 -3.95608 2.78493  C77 1.101
83 H 6.21608 -3.01664 1.82583  C80 1.091
84 H 5.60062 -4.05598 0.52158  C80 1.091
85 H 5.22961 -4.43936 2.21300  C80 1.088
86 H 3.98258 -0.75264 1.06988  C81 1.092
87 H 3.37226 -1.78767 -0.22871  C81 1.091
88 H 5.12395 -1.58857 -0.00520  C81 1.086
89 C 6.66045 1.46395 -2.11118  O90 1.220, N91 1.343, H94 1.102
90 O 5.72941 1.04097 -1.44661  C89 1.220
91 N 6.66797 2.64140 -2.75809  C89 1.343, C92 1.451, C93 1.453
92 C 7.81020 3.08707 -3.53439  N91 1.451, H95 1.091, H96 1.091, H97 1.088
93 C 5.49268 3.49110 -2.67496  N91 1.453, H98 1.091, H99 1.091, H100 1.087
94 H 7.59631 0.89521 -2.23783  C89 1.102
95 H 8.18671 4.02813 -3.12949  C92 1.091
96 H 7.51308 3.23839 -4.57358  C92 1.091
97 H 8.60456 2.34484 -3.49910  C92 1.088
98 H 5.29468 3.74555 -1.63274  C93 1.091
99 H 4.62487 2.95983 -3.06918  C93 1.091
100 H 5.65298 4.40111 -3.24729  C93 1.087
101 C 6.59976 0.76685 4.75066  O102 1.212, N103 1.352, H106 1.103
102 O 7.26100 -0.11540 5.25492  C101 1.212
103 N 5.35556 0.59839 4.24999  C101 1.352, C104 1.445, C105 1.448
104 C 4.57962 1.65947 3.65002  N103 1.445, H107 1.094, H108 1.093, H109 1.088
105 C 4.73085 -0.70682 4.29808  N103 1.448, H110 1.092, H111 1.091, H112 1.089
106 H 6.96912 1.80219 4.65673  C101 1.103
107 H 3.64602 1.76634 4.21083  C104 1.094
108 H 4.35651 1.37983 2.61767  C104 1.093
109 H 5.11358 2.60731 3.66277  C104 1.088
110 H 4.65903 -1.04507 5.33423  C105 1.092
111 H 5.34327 -1.41939 3.74278  C105 1.091
112 H 3.73662 -0.66063 3.85633  C105 1.089
113 C 0.37568 0.22739 -5.42617  O114 1.217, N115 1.346, H118 1.105
114 O 1.08419 -0.60502 -4.89044  C113 1.217
115 N -0.83702 -0.01301 -5.95717  C113 1.346, C116 1.450, C117 1.454
116 C -1.62495 1.03266 -6.57944  N115 1.450, H119 1.092, H120 1.092, H121 1.089
117 C -1.37120 -1.36399 -5.90307  N115 1.454, H122 1.090, H123 1.092, H124 1.086
118 H 0.68613 1.28332 -5.51965  C113 1.105
119 H -2.57729 1.13865 -6.05555  C116 1.092
120 H -1.81924 0.77776 -7.62303  C116 1.092
121 H -1.09176 1.98115 -6.54091  C116 1.089
122 H -1.44933 -1.68378 -4.86356  C117 1.090
123 H -0.69269 -2.04215 -6.42417  C117 1.092
124 H -2.35257 -1.39935 -6.36755  C117 1.086
125 C -4.03026 -3.45469 -7.15723  O126 1.218, N127 1.344, H130 1.104
126 O -4.50247 -2.62229 -6.40401  C125 1.218
127 N -4.68644 -4.03968 -8.17407  C125 1.344, C128 1.451, C129 1.454
128 C -4.05750 -5.02664 -9.03099  N127 1.451, H131 1.092, H132 1.092, H133 1.088
129 C -6.07046 -3.66706 -8.41769  N127 1.454, H134 1.090, H135 1.090, H136 1.087
130 H -2.98892 -3.80760 -7.05659  C125 1.104
131 H -4.06350 -4.67546 -10.06448  C128 1.092
132 H -4.60428 -5.96943 -8.97102  C128 1.092
133 H -3.02817 -5.19546 -8.72168  C128 1.088
134 H -6.13426 -2.59772 -8.62106  C129 1.090
135 H -6.67174 -3.88379 -7.53438  C129 1.090
136 H -6.45859 -4.22270 -9.26733  C129 1.087

The net charge is +1. As for the highest occupied orbital energy: -8.74 eV. The value obtained for the molar mass is 794.91 g mol⁻¹.